Here is a molecular structure, C24H20Cl5CrN7O11S from the Open Molecules 2025 dataset. Energies are from the ωB97M-V functional and the def2-TZVPD basis.

XYZ file:
```
69
Properties=species:S:1:pos:R:3:lowdin_charge:R:1
Cr 1.04 0.47 0.68 0.8630
O 5.02 -0.80 4.71 0.0555
C 4.25 -0.71 3.61 -0.3068
C 2.87 -0.21 3.68 -0.3046
C 1.85 1.41 2.50 -0.2928
N 2.75 -0.56 1.57 -0.2213
C 3.74 -1.10 0.89 -0.4025
C 4.78 -1.10 2.25 0.1193
C 2.91 -0.12 -1.44 -0.5192
O 3.49 -0.07 -2.47 0.1122
O 1.62 -0.13 -1.20 -0.1143
C 1.05 2.49 2.60 -0.3972
O 1.19 3.66 2.49 0.1532
O -0.32 1.80 3.14 -0.0600
H 4.52 -0.49 5.47 0.1053
H 2.60 -0.06 4.73 0.1321
H 5.79 -1.44 2.11 0.0592
N -0.56 -2.03 -0.10 0.0452
N -0.03 -3.29 -0.37 -0.0219
C 1.35 -3.44 -0.29 -0.4190
N 1.90 -4.58 -0.79 0.1620
N 1.99 -2.46 0.24 0.1123
N 3.33 -2.44 0.41 -0.1759
O 3.95 -0.18 -0.20 0.0068
O 4.15 -3.36 0.12 -0.0268
H -1.43 -2.11 0.41 0.0900
H -0.65 -1.44 -0.92 0.0639
H -0.47 -3.84 -1.09 0.1249
H 1.35 -5.42 -0.85 0.0918
H 2.90 -4.66 -0.60 0.0741
Cl -3.05 0.99 3.46 0.7417
C -1.74 -0.13 3.32 -0.6282
C -0.48 0.37 3.10 -0.1578
C 0.77 -0.51 2.87 -0.4069
Cl 2.04 0.05 2.49 0.6584
C 0.38 -1.88 3.12 -0.5712
Cl 1.71 -2.96 3.40 0.8015
C -0.89 -2.36 3.36 -0.7263
Cl -1.15 -4.05 3.62 0.6662
C -1.98 -1.49 3.41 -0.7178
Cl -3.57 -2.10 3.61 0.6841
C -1.28 -1.15 -4.81 -0.0406
C -2.00 -0.06 -4.07 -0.2569
C -2.17 1.20 -4.64 -0.0296
C -2.83 2.20 -3.95 -0.0631
C -3.32 1.94 -2.67 -0.2969
C -3.16 0.70 -2.09 -0.0437
C -2.51 -0.30 -2.80 -0.0351
S -4.22 3.21 -1.82 0.6173
O -4.90 2.59 -0.73 -0.2824
O -4.95 3.97 -2.79 -0.3020
N -3.11 4.25 -1.21 -0.1370
C -2.04 3.72 -0.35 -0.1819
C -0.76 3.37 -1.12 -0.0518
C -0.03 2.23 -0.48 -0.5697
O 1.22 2.26 -0.30 -0.0013
O -0.67 1.18 -0.10 -0.0716
H -1.19 -0.92 -5.87 0.0744
H -1.80 -2.10 -4.71 0.0783
H -0.27 -1.27 -4.40 0.0902
H -1.78 1.39 -5.63 0.1128
H -3.00 3.17 -4.39 0.1161
H -3.57 0.53 -1.10 0.1189
H -2.42 -1.29 -2.37 0.1061
H -2.83 4.94 -1.89 0.1133
H -2.44 2.83 0.13 0.1111
H -1.82 4.45 0.43 0.1285
H -0.08 4.22 -1.19 0.1299
H -1.03 3.03 -2.13 0.1147
```

For the total energy, the calculation gives -160011.4293 eV. The value obtained for the lowest unoccupied orbital energy (spin up / spin down) is 0.0489 / 0.0544 Ha. The calculation puts the max |F| at 18.190 eV/Å. As for the spin multiplicity: 4. The calculation puts the HOMO energy (spin up / spin down) at -4.10 / -4.20 eV. Its orbital gap (spin up / spin down) is 5.43 / 5.68 eV. The total charge is -1.

=====

Here is a molecular structure, C37H36N3O3W from the Open Molecules 2025 dataset. Energies are from the ωB97M-V functional and the def2-TZVPD basis.

XYZ file:
```
80
Properties=species:S:1:pos:R:3:lowdin_charge:R:1
C -2.54 -0.71 -0.07 -0.2298
C -2.94 0.64 -0.37 -0.1733
C -2.31 1.02 -1.58 -0.1074
H -3.67 1.22 0.18 0.1281
C -1.53 -0.06 -2.05 -0.0913
C -1.69 -1.15 -1.16 -0.1269
H -0.92 -0.07 -2.95 0.1219
C -0.37 0.52 2.61 -0.1716
C -1.56 1.25 2.29 -0.1889
C -1.16 2.46 1.64 -0.0899
H -2.58 0.97 2.58 0.1400
C 0.26 2.47 1.49 -0.2319
C 0.74 1.26 2.08 -0.0971
H -2.52 1.92 -2.14 0.1191
H -1.38 -2.17 -1.33 0.1123
H -2.95 -1.34 0.71 0.1233
H 1.79 0.98 2.18 0.1400
H -1.81 3.30 1.43 0.1382
H -0.30 -0.31 3.31 0.1295
W -0.71 0.47 0.43 1.6747
C 1.14 3.65 1.07 -0.4786
C 2.12 3.97 2.21 -0.0289
C 0.31 4.91 0.78 -0.0320
H 1.58 4.10 3.15 0.1015
H 2.66 4.90 2.00 0.0980
H 2.86 3.18 2.35 0.0893
H -0.13 5.30 1.70 0.0991
H -0.49 4.71 0.06 0.0858
H 0.95 5.69 0.36 0.0997
C 1.97 3.28 -0.20 -0.0395
C 1.19 3.18 -1.49 -0.4346
H 2.43 2.29 -0.06 0.1394
H 2.77 4.03 -0.35 0.1332
O 0.14 2.50 -1.55 -0.0095
N 1.63 3.74 -2.64 0.0826
C 1.13 3.20 -3.90 -0.1148
H 2.41 4.40 -2.63 0.1565
C -0.32 3.54 -4.14 -0.2347
C -1.14 2.64 -4.82 -0.0581
H -0.72 1.67 -5.13 0.1148
C -2.46 2.97 -5.11 -0.0853
H -3.08 2.26 -5.67 0.1082
C -2.98 4.21 -4.71 -0.0869
H -4.01 4.48 -4.97 0.1066
C -2.16 5.11 -4.01 -0.0731
H -2.55 6.08 -3.70 0.1058
C -0.83 4.78 -3.72 -0.0425
H -0.18 5.48 -3.19 0.1132
H 1.24 2.11 -3.86 0.1303
H 1.75 3.58 -4.73 0.1400
O 2.26 -0.89 -0.83 0.0578
C 1.59 -1.61 -0.12 -0.5032
N 1.82 -2.95 0.19 0.1604
C 0.87 -3.53 1.09 -0.3114
C -0.03 -2.35 1.37 -0.4296
O -0.94 -2.37 2.20 0.0676
N 0.40 -1.27 0.61 -0.0238
C 0.09 -4.69 0.47 -0.1520
C -1.25 -4.53 0.09 -0.0306
C -2.00 -5.64 -0.30 -0.0599
C -1.39 -6.90 -0.35 -0.0733
C -0.03 -7.05 -0.04 -0.0589
C 0.72 -5.94 0.36 -0.0225
C 1.45 -3.87 2.44 -0.1659
C 0.65 -4.62 3.31 -0.0186
C 1.06 -4.83 4.62 -0.0559
C 2.25 -4.23 5.06 -0.0764
C 3.01 -3.42 4.21 -0.0707
C 2.60 -3.22 2.89 -0.0213
H 2.57 -3.45 -0.25 0.1692
H -1.74 -3.56 0.16 0.0885
H -3.05 -5.50 -0.54 0.1102
H -2.00 -7.77 -0.63 0.1096
H 0.43 -8.03 -0.08 0.1103
H 1.77 -6.04 0.62 0.1267
H -0.31 -5.00 2.95 0.1301
H 0.45 -5.44 5.28 0.1109
H 2.58 -4.40 6.09 0.1067
H 3.93 -2.94 4.56 0.1057
H 3.15 -2.56 2.21 0.1160
```

For the total energy, the calculation gives -51387.2792 eV. The value obtained for the lowest unoccupied orbital energy (spin up / spin down) is -0.1036 / -0.1439 Ha. The calculation puts the max |F| at 2.548 eV/Å. As for the spin multiplicity: 3. The calculation puts the HOMO energy (spin up / spin down) at -10.92 / -11.10 eV. Its orbital gap (spin up / spin down) is 8.11 / 7.19 eV. The total charge is +1.